[1]
A structure of composition C36H32ILuP2 at a distorted geometry, computed with ωB97M-V/def2-TZVPD.

Positions of all 72 atoms, in Å:
C 0.70117 -1.22738 -4.02645
C -0.26891 -1.75152 -3.13482
C -1.63069 -1.87586 -3.60030
C -1.93506 -1.57335 -4.95091
C -0.92176 -1.20730 -5.82146
C 0.39667 -1.05470 -5.37080
P 0.21384 -2.07500 -1.34713
C -1.16929 -3.16612 -0.78403
C -2.22653 -2.66768 0.00298
C -3.36591 -3.43096 0.23415
C -3.39204 -4.77298 -0.15721
C -2.30734 -5.29872 -0.87687
C -1.19614 -4.50260 -1.19493
Lu -1.53502 -0.05278 -1.91704
P 0.16457 2.03244 -1.56358
C -1.23753 2.16990 -2.76414
C -0.98535 2.25055 -4.15020
C -2.06317 2.19191 -5.02447
C -3.32532 1.80090 -4.58566
C -3.55300 1.52029 -3.23102
C -2.58549 1.95820 -2.30603
C -0.13538 3.44252 -0.44882
C 0.72507 3.53140 0.67140
C 0.41047 4.36261 1.73709
C -0.75064 5.13369 1.70908
C -1.53868 5.15149 0.56361
C -1.21656 4.34381 -0.53996
C 1.72012 2.38445 -2.43060
C 2.77304 1.44556 -2.29895
C 3.98739 1.65699 -2.93625
C 4.17838 2.78755 -3.73753
C 3.13599 3.70796 -3.89549
C 1.92005 3.52024 -3.21964
C 1.76806 -2.98885 -1.43191
C 2.13332 -3.73954 -2.55665
C 3.36722 -4.40976 -2.59258
C 4.23751 -4.34132 -1.49975
C 3.87883 -3.59073 -0.37503
C 2.67435 -2.89939 -0.33964
H 1.62910 2.90767 0.68047
H 1.07421 4.39814 2.59663
H -1.03149 5.73278 2.56941
H -2.41836 5.79593 0.50278
H -1.79709 4.40907 -1.46571
H 0.01948 2.46943 -4.49413
H -1.89597 2.45197 -6.07778
H -4.13495 1.72906 -5.31058
H -4.49951 1.09396 -2.90572
H -2.80441 2.02276 -1.22286
H 2.60910 0.54993 -1.69380
H 4.79725 0.93582 -2.81998
H 5.13406 2.95469 -4.24214
H 3.26414 4.57394 -4.55048
H 1.12805 4.26362 -3.33129
H 1.46870 -3.78754 -3.42330
H 3.63752 -4.98429 -3.48027
H 5.19183 -4.87118 -1.53630
H 4.55401 -3.55130 0.48000
H 2.40636 -2.27502 0.50880
H -2.13919 -1.68102 0.49548
H -4.22997 -2.98109 0.74489
H -4.23140 -5.40830 0.12482
H -2.32726 -6.35186 -1.18222
H -0.34825 -4.92485 -1.73640
H -2.38353 -2.40080 -2.99913
H -2.95525 -1.70715 -5.31114
H -1.13360 -1.03087 -6.87716
H 1.17958 -0.82654 -6.09517
H 1.73003 -1.06378 -3.67596
H 0.04759 1.20950 -7.62876
H 0.62258 1.01403 -7.14528
I -1.53768 0.65840 0.95193

Summary:
Total charge = +2
Energy = -3606.4128 a.u.
HOMO level = -13.51 eV
ΔE to the lowest compared entry with this formula, charge and spin = 0.0 kJ/mol

***

[2]
An isolated molecule of C4H2Cl4 at a distorted geometry, computed with ωB97M-V/def2-TZVPD.

Positions of all 10 atoms, in Å:
C 0.51021 0.08498 -0.70400
C 1.04259 1.24927 -0.75930
C -0.81706 -0.43418 1.03767
C -0.30184 -0.98100 -0.21529
Cl -1.95592 0.85198 1.10553
Cl 0.20704 -0.56455 2.35886
Cl 0.55105 -2.61039 0.06981
Cl -1.66838 -1.15917 -1.38283
H 1.62034 1.49838 -1.53953
H 0.81195 2.06468 0.02909

Summary:
Energy = -1994.2197 a.u.
HOMO level (alpha / beta) = -8.58 / -8.65 eV
ΔE to the lowest compared entry with this formula, charge and spin = 297.4 kJ/mol

***

[3]
A cluster of 4 separate species, C48H108NO3P3 in total at a distorted geometry, computed with ωB97M-V/def2-TZVPD.

Positions of all 163 atoms, in Å:
C -0.56149 2.75335 -10.50962
C -0.93299 3.19255 -9.09864
C -0.05950 2.58013 -7.93638
C -0.04771 0.97082 -7.92207
P 0.50262 0.01999 -6.37466
C 2.30661 0.15767 -6.16794
C 2.86804 -0.16620 -4.76002
C 3.08136 -1.71105 -4.52117
C 4.08973 -2.17658 -3.46363
C 0.11771 -1.76697 -6.72203
C -1.06547 -2.03391 -7.65151
C -1.56774 -3.51767 -7.62939
C -2.65398 -3.63550 -8.77314
C -0.42905 0.83331 -5.07778
C -1.98253 0.60601 -5.23194
C -2.80500 1.90444 -5.57924
C -4.31327 1.59533 -5.78502
H -1.23924 3.15839 -11.26108
H -0.71369 1.69011 -10.69527
H 0.43814 3.08149 -10.79448
H -2.00463 3.12711 -8.91046
H -0.78964 4.27088 -9.02960
H -0.34218 2.95420 -6.95237
H 1.00051 2.82999 -7.98182
H 0.36747 0.60866 -8.86259
H -1.10041 0.69237 -7.87310
H 2.45721 1.20667 -6.42294
H 2.77386 -0.35696 -7.00754
H 2.22972 0.27076 -3.99209
H 3.85815 0.28033 -4.66847
H 3.55644 -2.16490 -5.39090
H 2.12834 -2.15275 -4.23006
H 5.07635 -1.72488 -3.56671
H 4.17618 -3.26314 -3.46905
H 3.75403 -1.87702 -2.47082
H -0.12363 -2.25544 -5.77797
H 0.99329 -2.20027 -7.20546
H -0.87552 -1.64499 -8.65189
H -2.00156 -1.51667 -7.44102
H -2.09651 -3.67685 -6.68962
H -0.73092 -4.21483 -7.67187
H -2.18478 -3.64543 -9.75694
H -3.24691 -2.72735 -8.88172
H -3.34863 -4.45573 -8.59209
H -0.16719 1.87012 -4.86671
H -0.04844 0.34241 -4.18208
H -2.32943 0.17435 -4.29309
H -2.26375 -0.16432 -5.94999
H -2.44231 2.16400 -6.57382
H -2.58101 2.74724 -4.92531
H -4.74268 1.17952 -4.87353
H -4.57693 0.89868 -6.58079
H -4.71746 2.60291 -5.88261
C 1.71614 10.14974 1.88646
C 2.09607 8.93327 2.81481
C 2.02503 7.65059 2.00448
C 2.21371 6.36532 2.89323
P 2.20051 4.63032 2.22937
C 0.78613 4.39304 1.08109
C -0.67006 4.60839 1.64862
C -1.73261 4.98444 0.60054
C -1.80444 6.48716 0.38964
C 3.72755 4.26893 1.31639
C 3.81906 4.89441 -0.09709
C 5.31926 4.90981 -0.39689
C 5.47808 5.59263 -1.79180
C 1.93658 3.37321 3.54886
C 2.46262 3.80528 4.95894
C 2.30300 2.84402 6.07855
C 3.02554 3.05797 7.36981
H 2.29058 10.09165 0.96194
H 1.97599 11.09036 2.37207
H 0.66272 10.28824 1.64308
H 1.35374 8.79847 3.60150
H 3.07304 9.07822 3.27592
H 2.76878 7.76953 1.21658
H 1.08264 7.57150 1.46249
H 1.39799 6.37966 3.61608
H 3.15298 6.33516 3.44546
H 0.87476 3.50519 0.45502
H 1.00224 5.11903 0.29729
H -0.73150 5.37721 2.41884
H -1.00724 3.67384 2.09699
H -2.74492 4.64363 0.81771
H -1.42714 4.55500 -0.35360
H -1.01658 6.71828 -0.32727
H -1.59506 7.16463 1.21747
H -2.70722 6.70037 -0.18275
H 3.81225 3.18227 1.32556
H 4.50164 4.66832 1.97165
H 3.35015 5.87808 -0.12198
H 3.23411 4.42367 -0.88725
H 5.86120 3.97345 -0.52973
H 5.78225 5.54200 0.36078
H 6.46628 5.46244 -2.23296
H 5.34836 6.67476 -1.77540
H 4.79717 5.26204 -2.57612
H 2.34213 2.43606 3.16756
H 0.87277 3.23566 3.74249
H 1.96161 4.74797 5.17897
H 3.51198 4.08939 4.87997
H 2.76055 1.93378 5.69098
H 1.30026 2.45934 6.26466
H 3.03439 2.15494 7.98018
H 2.41196 3.77572 7.91428
H 4.03997 3.44248 7.26407
C -4.28259 -1.97369 1.49312
C -3.16153 -2.20804 2.55681
C -2.91143 -3.57983 2.99351
C -2.04145 -3.51534 4.29517
P -1.67007 -5.12045 5.07076
C -0.40162 -4.98845 6.39822
C 1.06174 -4.75650 5.95686
C 1.87876 -4.41547 7.21185
C 3.25912 -3.84742 6.90540
C -3.25598 -5.58353 5.72114
C -3.17491 -6.70411 6.81095
C -4.56589 -7.05923 7.47930
C -5.67435 -7.42029 6.49770
C -1.20188 -6.29834 3.81254
C -2.38256 -7.03005 3.06889
C -1.86113 -7.88131 1.93825
C -1.34115 -7.08606 0.66383
H -4.06471 -2.72590 0.73496
H -4.25996 -1.03408 0.94111
H -5.21319 -2.06746 2.05285
H -3.43991 -1.61440 3.42755
H -2.23626 -1.74484 2.21417
H -2.32106 -3.98875 2.17354
H -3.89436 -4.03008 3.13214
H -2.53236 -2.80047 4.95552
H -1.06094 -3.07412 4.11617
H -0.47997 -5.91604 6.96528
H -0.88395 -4.19691 6.97174
H 1.18925 -3.95923 5.22461
H 1.51637 -5.55958 5.37678
H 1.98973 -5.29642 7.84408
H 1.21821 -3.71983 7.72940
H 3.06312 -2.87306 6.45786
H 3.88214 -4.45477 6.24883
H 3.95239 -3.68355 7.73040
H -3.91232 -5.86511 4.89774
H -3.59780 -4.63642 6.13856
H -2.55319 -6.40984 7.65650
H -2.57762 -7.53668 6.43925
H -4.86920 -6.20898 8.09018
H -4.47309 -7.91338 8.15006
H -6.01373 -6.57748 5.89555
H -6.60590 -7.74652 6.96020
H -5.28028 -8.17683 5.81912
H -0.54791 -6.98715 4.34728
H -0.45422 -5.83981 3.16535
H -3.14519 -6.34679 2.69520
H -2.97243 -7.63958 3.75344
H -2.61793 -8.58408 1.58974
H -1.07396 -8.52331 2.33357
H -2.04431 -6.27327 0.48210
H -1.11226 -7.73616 -0.18063
H -0.41771 -6.58904 0.96098
N 1.58443 -2.28040 0.22244
O 0.94404 -2.92752 -0.56476
O 1.46901 -1.05580 0.22555
O 2.18658 -2.80393 1.14429

Summary:
Total charge = +2
Energy = -3197.5240 a.u.
HOMO level = -9.86 eV
ΔE to the lowest compared entry with this formula, charge and spin = 463.3 kJ/mol

***

[4]
A cluster of 2 separate species, C19H39IN2O6PS2 in total at a distorted geometry, computed with ωB97M-V/def2-TZVPD.

Positions of all 70 atoms, in Å:
C 8.45711 -2.00614 0.77982
O 8.55106 -0.63060 0.26935
C 7.24956 -0.12277 -0.20615
C 7.28578 1.52292 -0.01846
C 6.07754 2.29085 -0.84782
C 4.78809 2.68652 0.10621
C 3.67392 3.43506 -0.89036
C 2.37428 4.00710 -0.06583
C 0.96136 3.91407 -0.92559
C -0.01652 2.67082 -0.39451
C -1.53458 3.05152 -0.87675
C -2.51171 3.67083 0.26933
C -3.36508 2.62420 1.16299
N -2.84443 2.17407 2.54315
C -3.86205 1.41899 3.14134
S -5.34686 1.16725 1.96307
C -4.16120 1.34209 0.46407
C -3.48271 -0.14069 0.48907
C -2.95953 -0.74209 -0.92861
C -4.08434 -1.66468 -1.74412
N -3.76517 -3.14341 -1.74941
P -5.46225 1.78722 -0.89522
O -6.72308 0.53640 -0.95666
I -4.50550 1.76843 -3.15848
H 7.41031 -2.30865 1.20968
H 9.21902 -2.07916 1.69417
H 8.82804 -2.75415 -0.05493
H 6.32256 -0.54377 0.37749
H 7.12683 -0.42105 -1.33434
H 7.32937 1.83180 1.11831
H 8.29666 1.88253 -0.52013
H 5.72792 1.70178 -1.81709
H 6.51790 3.32646 -1.23530
H 4.30380 1.75761 0.64449
H 5.17216 3.42229 0.95212
H 4.25288 4.34358 -1.38422
H 3.38387 2.65304 -1.72863
H 2.26991 3.49346 0.98077
H 2.59642 5.15883 0.15198
H 0.40371 4.95212 -0.75595
H 1.23374 3.82050 -2.06777
H 0.05865 2.48294 0.75776
H 0.30701 1.72678 -1.05017
H -2.02555 2.12937 -1.39792
H -1.42595 3.88807 -1.72137
H -3.22700 4.45821 -0.22513
H -1.81973 4.28991 1.02020
H -4.30081 3.28436 1.50678
H -1.95166 2.40110 3.03015
H -3.80674 0.94474 4.22942
H -2.55213 -0.13228 1.22967
H -4.26235 -0.90657 0.94812
H -2.48004 0.02126 -1.67238
H -2.08804 -1.51495 -0.66301
H -5.17074 -1.54908 -1.32657
H -4.09150 -1.32398 -2.88677
H -3.08446 -3.42033 -1.00931
H -3.48947 -3.46934 -2.70112
H -6.52440 -0.19007 -0.29698
C -3.98891 -7.37897 1.00436
C -3.36205 -6.91717 -0.30847
O -2.44994 -5.88395 0.05662
S -1.84624 -6.20873 1.53665
O -0.56195 -6.85185 1.36892
O -2.04217 -5.04868 2.37469
O -2.93295 -7.34676 1.96306
H -4.76936 -6.68552 1.33386
H -4.40627 -8.38675 0.93053
H -4.10562 -6.54283 -1.01610
H -2.78842 -7.72411 -0.77658

Summary:
Total charge = +1
Energy = -2743.1209 a.u.
HOMO level = -10.96 eV

***

[5]
A structure of composition C10H30ClIO3P3V at a distorted geometry, computed with ωB97M-V/def2-TZVPD.

Positions of all 49 atoms, in Å:
C -1.84369 -0.07434 -1.83400
I 2.62377 0.01570 -0.46566
H -1.81379 0.01996 -2.93021
H -2.36277 0.78919 -1.39128
H -2.33430 -1.01596 -1.55126
V 0.13807 -0.13419 -1.26330
P 0.26247 2.24331 -1.34976
C -0.08665 3.12977 0.19432
C 1.91324 2.88748 -1.81198
H 1.81822 3.92768 -2.14230
H -0.57180 4.10275 -2.61596
H 2.30974 2.26150 -2.61724
H -0.68689 2.56094 -3.53743
H 0.59998 2.78102 0.97753
H 2.57490 2.81737 -0.94044
C -0.83097 3.03623 -2.55868
H 0.04632 4.21130 0.04387
H -1.87662 2.91768 -2.24936
H -1.11430 2.90261 0.50548
P 0.16497 -2.50473 -1.31081
C -0.24052 -3.40567 0.21525
C -0.91982 -3.27104 -2.54120
H 2.22532 -2.53113 -2.56002
H 1.70280 -4.18934 -2.09430
H 2.47165 -3.09555 -0.88269
C 1.81273 -3.15067 -1.75651
H -0.78722 -2.77923 -3.51227
H -0.65977 -4.33592 -2.62296
H -0.20283 -4.48621 0.03285
H -1.24646 -3.11642 0.53822
H -1.96500 -3.16763 -2.22429
H 0.46996 -3.09544 0.99242
Cl 0.76026 -0.14318 -3.51778
C -1.89057 2.12197 2.72312
O -1.91942 1.17598 1.61604
P -0.93239 -0.23448 1.63022
O -0.87137 -0.34648 3.24197
C 0.03595 0.31542 4.18082
O 0.85280 -1.04082 1.60381
C 1.64154 -1.56555 2.66657
H -2.46827 3.00904 2.45062
H -0.86105 2.46643 2.89547
H -2.33113 1.75567 3.64597
H 0.81698 0.93757 3.72035
H -0.57763 0.91198 4.84111
H 0.49438 -0.47269 4.76232
H 2.37495 -2.26193 2.24989
H 2.21233 -0.74122 3.12688
H 1.07191 -2.13871 3.42656

Summary:
Total charge = +3
Energy = -3349.4384 a.u.
HOMO level (alpha / beta) = -19.56 / -19.44 eV
Expectation value of S² = 0.8211
2S+1 = 2

***

[6]
A cluster of 2 separate species, C6H5F3N2 in total at a distorted geometry, computed with ωB97M-V/def2-TZVPD.

Positions of all 16 atoms, in Å:
C 0.92388 -0.64231 -0.43136
C 1.32746 0.44037 0.40158
C -0.41786 -0.69042 -0.90116
C 0.44417 1.51579 0.63749
C -1.23720 0.44792 -0.67964
C -0.73211 1.48393 -0.04084
N -1.94992 0.51871 2.24814
N -2.32061 -0.56805 2.28814
F -0.93071 0.98356 3.05117
F -1.64244 2.56154 0.21275
F -1.76913 -1.56941 3.15284
H 1.57796 -1.42301 -0.64476
H 2.35802 0.40187 0.72299
H -0.83129 -1.60626 -1.24054
H 0.70987 2.35929 1.28449
H -2.19519 0.53653 -1.06400

Summary:
Energy = -640.5476 a.u.
HOMO level = -9.63 eV
ΔE to the lowest compared entry with this formula, charge and spin = 362.7 kJ/mol
SMILES = Fc1ccccc1.F/N=N\F

***

[7]
An isolated molecule of C5H8N2, computed with ωB97M-V/def2-TZVPD.

Positions of all 15 atoms, in Å:
C -1.18941 -1.24565 0.41058
N -0.00662 -0.44891 0.18479
C 1.40579 -0.88210 0.20462
C 2.26905 0.32130 0.00500
C 1.34255 1.27505 -0.39362
C 0.00752 0.81794 -0.23683
N -1.15447 1.48670 -0.49441
H -1.85296 -1.23114 -0.46272
H -0.88964 -2.27810 0.60184
H -1.75824 -0.90013 1.28646
H 1.59578 -1.59188 1.01470
H 1.66154 -1.37105 -0.75011
H 1.56710 2.28121 -0.73962
H -1.95324 1.30491 0.09742
H -1.04475 2.46183 -0.72809

Summary:
Energy = -304.7364 a.u.
HOMO level = -7.36 eV
ΔE to the lowest compared entry with this formula, charge and spin = 260.3 kJ/mol

***

[8]
The ion C4H2IO2 with charge -1 at a distorted geometry, computed with ωB97M-V/def2-TZVPD.

Positions of all 9 atoms, in Å:
C -0.61438 0.01135 -0.49232
C 0.44759 0.48680 0.11873
C -1.78875 -1.02582 -0.03659
C 1.56705 0.92184 0.63273
O -2.86047 -0.56515 -0.39517
O -1.39588 -2.07264 0.33907
I 3.40270 -0.06842 0.01271
H -0.68597 0.49391 -1.45467
H 1.92812 1.81812 1.27551

Summary:
Total charge = -1
Energy = -601.7897 a.u.
HOMO level = -4.61 eV
ΔE to the lowest compared entry with this formula, charge and spin = 0.0 kJ/mol
SMILES = O=C([O-])C=C=CI

***

[9]
The ion C4H9N2 with charge +1 at a distorted geometry, computed with ωB97M-V/def2-TZVPD.

Positions of all 15 atoms, in Å:
C -1.84482 -1.41600 0.51602
C -0.55103 -1.15871 0.54302
C -0.11811 0.40541 -1.23767
C 0.71656 0.76041 1.02705
N 0.03828 -0.05932 0.01501
N 0.39032 1.58920 -1.61384
H -2.19561 -2.32264 1.07866
H -2.51044 -0.83595 -0.00669
H 0.22393 -1.78620 0.96978
H -0.75649 -0.20888 -1.83508
H 1.15082 0.08491 1.87378
H 1.38232 1.39276 0.41939
H 0.06819 1.43982 1.51920
H 0.75508 1.66287 -2.48552
H 1.06109 2.16239 -0.99649

Summary:
Total charge = +1
Energy = -267.0201 a.u.
HOMO level = -14.34 eV
ΔE to the lowest compared entry with this formula, charge and spin = 207.8 kJ/mol
SMILES = C=CN(C)C=[NH2+]

***

[10]
An isolated molecule of C9H18OSi at a distorted geometry, computed with ωB97M-V/def2-TZVPD.

Positions of all 29 atoms, in Å:
C 2.27224 0.90457 -0.23199
C 2.87449 2.04926 -0.42146
C 2.75893 -0.49674 -0.26018
C 0.48256 -1.65929 -0.48398
C 1.74160 -1.44714 0.40684
C -0.81920 -1.20985 0.18650
C -2.02942 -1.71886 -0.59608
C -1.65009 1.62576 -1.08277
C -1.44632 1.33057 2.07002
O 1.42636 -0.96515 1.69310
Si -0.86918 0.69460 0.37762
H 2.35505 2.99296 -0.35672
H 3.93706 2.13065 -0.65985
H 2.93393 -0.82406 -1.29012
H 3.70799 -0.57322 0.28457
H 0.61233 -1.11876 -1.42292
H 0.40121 -2.72236 -0.72514
H 2.21885 -2.42095 0.56785
H -0.84477 -1.66788 1.18035
H -2.95788 -1.41893 -0.11221
H -2.01844 -2.80799 -0.64845
H -2.02771 -1.33328 -1.61409
H -2.67043 1.29376 -1.26645
H -1.68022 2.69360 -0.89401
H -1.08357 1.46689 -1.99402
H -1.26331 2.39837 2.16539
H -2.51595 1.16977 2.20254
H -0.93488 0.82428 2.88260
H 1.42088 0.00520 1.61514

Summary:
Energy = -718.3344 a.u.
HOMO level (alpha / beta) = -7.26 / -7.19 eV
ΔE to the lowest compared entry with this formula, charge and spin = 301.9 kJ/mol